{"formula": "C23H49N4P3PtS", "method": "wB97M-V/def2-TZVPD", "species": ["Pt", "P", "P", "P", "H", "C", "C", "H", "C", "C", "C", "C", "C", "C", "C", "C", "C", "H", "H", "H", "H", "H", "H", "H", "H", "H", "H", "H", "H", "H", "H", "H", "H", "H", "H", "H", "H", "H", "H", "H", "H", "H", "H", "H", "H", "H", "C", "C", "C", "C", "C", "C", "S", "H", "H", "H", "H", "H", "H", "C", "N", "C", "N", "C", "N", "C", "N", "C", "C", "H", "H", "H", "H", "H", "H", "H", "H", "H", "H", "H", "H"], "xyz": [[0.35520, 0.66760, -0.58095], [-0.57858, 2.41418, 0.85480], [-2.01180, -0.18210, -0.53745], [2.45200, 1.55442, 0.25492], [0.72829, 0.97044, -3.23978], [1.34311, 0.66193, -2.37133], [1.52711, -0.75334, -2.40661], [1.49233, -1.24523, -3.39075], [-0.98778, 3.83494, -0.23517], [-2.00949, 2.30473, 2.02207], [0.44924, 3.21948, 2.15488], [-2.33531, -1.83274, -1.27590], [-3.12673, -0.45749, 0.92489], [-3.00054, 1.05352, -1.45339], [3.85862, 0.47033, -0.18415], [3.28229, 1.95830, 1.89294], [2.47739, 3.02792, -0.83875], [2.24548, 1.27218, -2.46739], [1.74394, -1.37058, -1.54914], [-1.32529, 4.68655, 0.37314], [-1.79505, 3.56912, -0.92976], [-0.10689, 4.15368, -0.80887], [-2.09079, 3.23935, 2.60101], [-1.81052, 1.50701, 2.75515], [-2.97347, 2.14361, 1.52944], [-0.10244, 4.02613, 2.66440], [1.36101, 3.66066, 1.73928], [0.68058, 2.46179, 2.92116], [-2.97970, -2.44481, -0.62903], [-1.38782, -2.37700, -1.39628], [-2.81227, -1.74481, -2.26067], [-4.09184, 0.02674, 0.71970], [-2.70340, -0.04303, 1.84385], [-3.27591, -1.53964, 1.04319], [-3.92494, 0.57610, -1.82588], [-2.43540, 1.46901, -2.30398], [-3.25488, 1.89025, -0.77498], [4.72346, 1.15075, -0.18355], [3.81598, 0.00823, -1.16839], [3.86816, -0.33039, 0.57365], [4.20317, 2.52428, 1.67414], [3.58144, 1.02926, 2.41225], [2.71723, 2.55683, 2.61472], [3.50039, 3.16680, -1.20160], [2.12765, 3.93210, -0.32888], [1.81059, 2.90868, -1.70571], [-1.14082, -2.02318, -4.24774], [-1.02100, -0.72482, -3.74351], [-1.37133, 0.38454, -4.49334], [-2.13685, 0.19315, -5.64333], [-2.53683, -1.10765, -5.99397], [-1.96208, -2.20927, -5.36080], [-0.34280, -3.44122, -3.55195], [-1.39029, -4.21215, -3.64802], [-0.68962, -0.52503, -2.71866], [-1.12362, 1.39134, -4.14514], [-2.32968, 1.05870, -6.28593], [-3.32542, -1.23824, -6.73711], [-2.10249, -3.21893, -5.71279], [0.92102, -0.32800, 2.91171], [0.65113, -1.17032, 1.75083], [-0.54867, -1.95560, 2.02247], [-0.42357, -2.80507, 3.19809], [-0.11857, -1.90463, 4.35641], [1.11466, -1.12083, 4.12541], [2.24493, -2.05792, 3.87521], [1.99520, -2.95391, 2.70176], [1.76533, -2.11428, 1.51828], [0.74170, -3.70372, 2.98745], [0.07448, 0.35528, 3.05658], [1.81940, 0.27429, 2.73317], [-0.79187, -2.54796, 1.13377], [-1.34163, -1.24727, 2.22781], [0.03952, -2.53637, 5.23849], [-0.96319, -1.20384, 4.48676], [3.16223, -1.47333, 3.68953], [2.34608, -2.69916, 4.75877], [1.49041, -2.74352, 0.65814], [2.66877, -1.53789, 1.27827], [0.88873, -4.26899, 3.91564], [0.51291, -4.35989, 2.13654]], "atomic_forces_ev_per_a": [[-0.89, 1.06, 3.99], [-0.54, 1.82, 1.12], [-0.99, -0.11, -0.60], [0.85, 0.05, -1.38], [0.04, 0.24, 0.79], [-0.57, 1.17, -1.05], [0.78, -2.09, -1.20], [0.62, 0.09, 0.49], [-0.04, -0.25, -0.28], [-0.46, -0.42, -0.18], [0.55, -0.10, -0.09], [0.31, -0.45, -0.37], [0.52, 0.23, 0.55], [-0.07, 0.14, -0.38], [-0.43, 0.05, -0.64], [-0.63, 0.24, 0.74], [0.37, 0.46, 0.07], [0.19, -0.38, 0.10], [-0.06, -0.28, 0.13], [0.09, -0.32, 0.02], [0.28, 0.12, 0.12], [-0.29, -0.15, 0.13], [0.20, -0.21, -0.46], [-0.20, 0.26, -0.24], [0.21, -0.10, 0.17], [-0.03, -0.31, -0.48], [-0.27, -0.10, 0.26], [0.08, 0.43, -0.27], [0.15, 0.37, -0.29], [-0.30, 0.16, -0.03], [0.09, -0.03, 0.32], [0.27, -0.14, 0.01], [-0.52, -0.12, -0.23], [0.00, 0.55, 0.12], [0.28, 0.34, 0.22], [-0.31, -0.21, 0.38], [-0.01, -0.49, -0.33], [0.05, -0.61, 0.35], [-0.13, 0.03, -0.04], [0.63, 0.57, -0.34], [-0.32, -0.23, -0.32], [-0.03, 0.39, -0.51], [0.23, -0.26, -0.36], [-0.09, 0.33, 0.09], [0.40, -0.12, 0.11], [0.38, -0.01, 0.54], [0.38, -1.49, 0.49], [0.68, 2.05, 0.62], [0.13, -0.69, 0.91], [0.38, 0.25, -0.77], [-0.34, -0.94, 0.05], [-1.15, 0.61, -1.16], [0.31, 2.10, 0.01], [-0.80, -0.98, -0.60], [0.24, -0.47, -0.72], [-0.23, -0.36, -0.16], [-0.41, -0.42, 0.21], [0.59, -0.10, -0.15], [-0.32, -0.04, -0.29], [0.50, 0.27, 0.42], [0.25, -0.28, -0.02], [-0.45, -0.23, -0.10], [1.87, 1.20, -0.11], [0.20, -0.53, 0.10], [-0.23, -0.73, -1.25], [1.05, -0.05, 0.99], [-3.23, 2.58, 0.87], [0.58, 0.06, -1.09], [-0.27, -2.10, 0.27], [0.16, -0.21, 0.02], [-0.32, -0.25, 0.08], [-0.03, -0.07, 0.18], [-0.12, -0.14, -0.06], [-0.30, 0.28, -0.08], [0.36, -0.44, 0.16], [-0.34, -0.34, 0.17], [0.24, 0.22, -0.21], [0.23, 0.05, 0.32], [-0.24, -0.38, 0.22], [0.01, -0.10, -0.41], [0.18, 0.05, 0.36]], "mulliken_spin": [0.373, 0.129, 0.016, 0.004, -0.039, 0.297, 0.880, -0.033, 0.002, 0.040, 0.030, 0.033, -0.007, 0.006, 0.004, -0.002, 0.018, 0.052, 0.120, 0.000, -0.002, -0.001, 0.008, -0.005, -0.001, 0.003, 0.001, -0.004, 0.004, -0.013, 0.012, -0.001, 0.000, 0.000, -0.002, 0.003, 0.002, 0.002, 0.006, -0.002, -0.001, 0.000, 0.002, 0.000, 0.001, 0.002, 0.185, 0.169, 0.102, 0.203, 0.019, 0.021, 0.359, 0.005, -0.035, 0.018, -0.003, 0.005, -0.003, 0.039, 0.035, 0.013, 0.201, -0.006, 0.100, -0.008, 0.623, 0.007, -0.008, -0.026, 0.012, -0.002, 0.010, 0.000, 0.016, 0.005, 0.000, -0.001, 0.005, 0.000, 0.001], "de_lowest_ev": 2.808, "charge": 4, "e_tot_ev": -72507.874, "lumo_ev": [-12.38, -14.76], "e_homo_ev": [-18.3, -20.4], "s_squared": 6.0360, "spin_multiplicity": 5, "homo_lumo_gap_ev": [5.960, 5.615]}